# 1
Entry from OMol25: a cluster of 7 separate species, C47H94N11O19S3 in total at a distorted geometry (the ωB97M-V functional and the def2-TZVPD basis).

Output
- Net charge: +1
- HOMO energy: -10.39 eV
- LUMO: -3.4 eV
- Frontier orbital gap: 6.982 eV
- Total energy: -138040.6312 eV
- Maximum force: 6.62 eV Å⁻¹

Element x y z (Å)
C 2.231 2.668 -4.355
C 2.688 1.135 -4.744
S 1.178 0.112 -5.185
C 0.008 0.282 -3.715
C -1.169 -0.840 -3.907
C -1.415 -1.981 -2.737
N -1.852 -1.554 -1.354
N -2.737 -2.547 -3.298
C -2.159 -3.820 -3.951
C -2.045 -5.067 -2.862
N -3.339 -5.816 -2.645
C -3.464 -1.635 -4.309
N -4.667 -1.920 -4.962
C -5.256 -0.935 -5.988
C -6.702 -0.306 -5.542
C -7.900 -0.522 -6.683
C -9.263 -1.222 -6.049
N -9.496 -2.646 -6.556
C -10.194 -3.507 -5.525
N -9.911 -4.874 -5.408
N -11.226 -2.985 -4.506
C -5.481 -3.188 -4.733
C -5.906 -3.247 -3.139
C -7.418 -3.893 -3.024
S -7.501 -4.714 -1.317
C -7.955 -3.384 -0.053
S -7.133 -3.205 1.453
N -9.115 -2.440 -0.348
C -9.111 -0.914 -0.430
C -10.673 -0.482 -0.747
N -11.510 -1.751 -0.823
C -10.551 -2.941 -0.604
N -2.532 -0.452 -4.428
C -3.062 0.925 -4.119
C -2.990 1.377 -2.546
O -2.876 2.874 -2.555
C -4.405 1.079 -1.705
N -4.124 0.440 -0.329
H 3.208 3.266 -4.057
H 1.508 2.722 -3.435
H 1.762 3.263 -5.266
H 3.196 0.622 -3.821
H 3.450 1.200 -5.631
H 0.577 0.025 -2.704
H -0.362 1.386 -3.605
H -0.727 -1.505 -4.795
H -0.550 -2.740 -2.499
H -2.529 -2.250 -0.946
H -1.020 -1.409 -0.740
H -2.819 -4.219 -4.835
H -1.079 -3.624 -4.420
H -1.640 -4.652 -1.819
H -1.226 -5.866 -3.200
H -3.745 -5.541 -1.702
H -4.019 -5.547 -3.408
H -5.460 -1.601 -6.956
H -4.446 -0.151 -6.304
H -7.077 -0.904 -4.593
H -6.679 0.858 -5.314
H -7.546 -1.235 -7.572
H -8.150 0.511 -7.178
H -10.177 -0.587 -6.475
H -9.321 -1.132 -4.873
H -8.598 -3.078 -6.882
H -9.192 -5.155 -6.113
H -11.701 -2.184 -4.981
H -10.658 -2.599 -3.707
H -4.979 -4.164 -5.137
H -6.510 -3.081 -5.330
H -5.084 -3.831 -2.540
H -5.992 -2.124 -2.756
H -8.168 -2.972 -3.102
H -7.679 -4.655 -3.873
H -8.152 -0.252 -0.284
H -11.094 0.627 -0.855
H -10.796 -4.095 -0.583
H -2.364 1.690 -4.714
H -4.153 1.141 -4.491
H -2.039 1.004 -1.964
H -1.914 3.128 -2.319
H -5.192 0.481 -2.334
H -4.916 2.123 -1.445
H -4.127 -0.602 -0.405
H -3.235 0.816 0.070
C 3.088 -1.123 3.645
C 3.638 -1.381 2.253
O 2.744 -0.877 1.253
C 2.813 0.459 1.027
O 3.562 1.245 1.585
O 1.886 0.776 0.088
C 1.798 2.172 -0.187
H 2.069 -1.514 3.735
H 3.719 -1.593 4.404
H 3.035 -0.051 3.856
H 3.721 -2.461 2.090
H 4.642 -0.959 2.131
H 2.778 2.593 -0.435
H 1.359 2.694 0.670
H 1.139 2.307 -1.049
C 5.045 4.358 4.826
C 4.080 3.247 4.449
O 3.160 2.992 5.517
C 2.119 3.856 5.613
O 1.903 4.805 4.875
O 1.370 3.498 6.686
C 0.281 4.379 6.949
H 5.536 4.135 5.779
H 5.808 4.486 4.054
H 4.521 5.310 4.955
H 4.640 2.320 4.283
H 3.548 3.473 3.518
H -0.340 4.522 6.058
H 0.658 5.339 7.316
H -0.338 3.930 7.730
C -1.929 10.043 11.557
C -1.601 8.569 11.717
O -1.327 7.969 10.445
C -0.083 8.187 9.950
O 0.804 8.828 10.493
O -0.001 7.588 8.736
C 1.239 7.809 8.067
H -2.735 10.181 10.829
H -2.233 10.478 12.513
H -1.065 10.602 11.184
H -2.469 8.046 12.134
H -0.767 8.413 12.412
H 2.089 7.541 8.703
H 1.309 8.854 7.748
H 1.262 7.173 7.177
C 9.650 -3.540 5.255
C 8.573 -4.567 5.556
O 7.370 -4.266 4.837
C 7.357 -4.642 3.534
O 8.261 -5.211 2.942
O 6.174 -4.256 2.995
C 6.062 -4.522 1.599
H 9.278 -2.526 5.437
H 10.533 -3.711 5.877
H 9.954 -3.582 4.205
H 8.323 -4.530 6.622
H 8.914 -5.586 5.341
H 6.279 -5.571 1.374
H 6.730 -3.860 1.039
H 5.033 -4.312 1.295
C 14.345 -7.692 0.123
C 13.380 -8.802 -0.254
O 12.460 -9.058 0.814
C 11.419 -8.193 0.910
O 11.203 -7.244 0.172
O 10.670 -8.551 1.983
C 9.581 -7.670 2.246
H 14.836 -7.915 1.076
H 15.108 -7.563 -0.649
H 13.821 -6.739 0.252
H 13.940 -9.729 -0.420
H 12.848 -8.577 -1.185
H 8.960 -7.527 1.355
H 9.958 -6.710 2.613
H 8.962 -8.120 3.027
C -0.653 8.034 -2.246
C 0.269 7.370 -1.238
O 1.209 6.515 -1.900
C 2.277 7.138 -2.458
O 2.501 8.338 -2.434
O 3.043 6.200 -3.068
C 4.164 6.735 -3.768
H -1.126 7.285 -2.889
H -1.432 8.609 -1.737
H -0.099 8.712 -2.903
H -0.322 6.736 -0.568
H 0.783 8.108 -0.612
H 4.765 7.382 -3.120
H 3.824 7.282 -4.653
H 4.790 5.900 -4.095


# 2
Entry from OMol25: a cluster of 10 separate species, C25H70O10 in total at a distorted geometry (the ωB97M-V functional and the def2-TZVPD basis).

Output
- Net charge: +1
- HOMO energy (alpha / beta): -11.91 / -11.91 eV
- LUMO (alpha / beta): -2.0 / -9.2 eV
- Relative energy (zero: lowest compared OMol25 entry of this formula, charge and spin): 0.000 eV
- Frontier orbital gap (alpha / beta): 9.867 / 2.742 eV
- ⟨S²⟩: 0.755
- Total energy: -47523.0314 eV
- Maximum force: 2.91 eV Å⁻¹
- Spin multiplicity: 2

Element x y z (Å)
C 16.707 28.969 0.830
C 17.475 29.259 2.053
O 16.587 29.563 3.110
H 17.354 28.465 0.112
H 16.313 29.862 0.344
H 15.813 28.380 1.034
H 18.220 30.024 1.836
H 18.056 28.394 2.372
H 16.171 30.424 3.025
C 15.321 19.453 -0.536
C 14.888 19.606 0.936
O 13.492 19.465 1.050
H 14.982 18.564 -1.069
H 16.406 19.412 -0.628
H 14.933 20.298 -1.105
H 15.266 20.548 1.333
H 15.336 18.819 1.542
H 13.217 19.825 1.897
C 19.976 22.712 -0.549
C 18.741 21.735 -0.559
O 18.964 20.758 -1.560
H 20.257 22.999 -1.562
H 20.858 22.250 -0.104
H 19.733 23.661 -0.071
H 17.820 22.262 -0.809
H 18.572 21.312 0.431
H 19.120 21.198 -2.399
C 12.433 26.165 6.085
C 11.899 26.778 4.797
O 12.740 27.826 4.484
H 11.746 25.416 6.480
H 12.522 26.863 6.918
H 13.411 25.689 6.011
H 10.841 27.035 4.851
H 12.008 26.051 3.993
H 13.680 27.643 4.433
C 15.525 22.305 6.664
C 14.141 22.594 7.254
O 14.123 22.778 8.649
H 15.528 22.503 5.592
H 15.904 21.310 6.900
H 16.297 22.957 7.073
H 13.451 21.797 6.977
H 13.681 23.405 6.689
H 13.241 22.492 8.898
C 17.471 27.135 5.578
C 15.983 27.335 5.513
C 15.489 28.519 6.260
O 15.516 27.449 4.241
H 17.912 28.068 5.227
H 17.769 26.301 4.942
H 17.825 27.039 6.604
H 15.631 26.395 5.937
H 14.408 28.639 6.203
H 15.896 29.484 5.959
H 15.712 28.320 7.308
H 15.925 28.207 3.817
C 19.836 21.525 5.160
C 20.082 22.260 3.857
C 20.530 23.676 3.977
O 21.107 21.479 3.299
H 18.905 21.856 5.620
H 20.650 21.737 5.853
H 19.720 20.441 5.161
H 19.252 22.329 3.154
H 21.439 23.918 4.528
H 19.721 24.224 4.461
H 20.603 24.056 2.958
H 20.837 20.560 3.236
C 16.038 23.188 2.315
C 16.252 24.637 2.692
C 17.010 25.334 1.574
O 15.013 25.267 2.895
H 15.639 22.629 3.162
H 16.980 22.710 2.047
H 15.473 22.982 1.406
H 16.809 24.617 3.629
H 17.119 26.387 1.832
H 16.452 25.298 0.639
H 18.016 24.917 1.538
H 15.139 25.975 3.532
C 18.167 26.183 -2.155
C 19.448 26.945 -1.762
C 20.337 26.220 -0.683
O 20.295 27.156 -2.924
H 18.499 25.253 -2.617
H 17.612 26.825 -2.838
H 17.658 25.946 -1.221
H 19.266 27.946 -1.370
H 19.762 25.987 0.213
H 21.208 26.818 -0.415
H 20.725 25.286 -1.091
H 20.947 27.804 -2.649
C 13.157 23.875 0.217
C 12.086 24.435 1.067
C 10.704 23.847 0.789
O 12.464 24.130 2.372
H 12.850 24.060 -0.812
H 13.196 22.796 0.367
H 14.081 24.423 0.406
H 12.046 25.523 1.005
H 10.409 24.114 -0.226
H 9.958 24.256 1.471
H 10.675 22.767 0.932
H 13.332 24.541 2.379


# 3
Entry from OMol25: an isolated molecule of C4H6O2 (the ωB97M-V functional and the def2-TZVPD basis).

Output
- Net charge: 0
- HOMO energy (alpha / beta): -7.73 / -7.74 eV
- LUMO (alpha / beta): 0.5 / 0.5 eV
- Relative energy (zero: lowest compared OMol25 entry of this formula, charge and spin): 4.779 eV
- Frontier orbital gap (alpha / beta): 8.211 / 8.211 eV
- Total energy: -8335.6817 eV
- Maximum force: 0.40 eV Å⁻¹

Element x y z (Å)
C -1.097 -1.007 -0.036
C -0.103 0.030 0.392
C -0.456 1.463 0.701
O -0.092 0.542 1.718
C 1.176 0.255 -0.136
O 1.553 -0.031 -1.384
H -0.830 -1.989 0.370
H -2.086 -0.715 0.322
H -1.147 -1.091 -1.129
H 0.323 2.247 0.579
H 0.794 -0.361 -1.885
H 1.965 0.656 0.488


# 4
Entry from OMol25: a structure of composition C32H56N4OSiW at a distorted geometry (the ωB97M-V functional and the def2-TZVPD basis).

Output
- Net charge: -2
- HOMO energy (alpha / beta): 2.86 / 0.70 eV
- LUMO (alpha / beta): 4.2 / 4.1 eV
- Frontier orbital gap (alpha / beta): 1.357 / 3.443 eV
- ⟨S²⟩: 2.284
- Total energy: -51796.8828 eV
- Maximum force: 3.98 eV Å⁻¹
- Spin multiplicity: 3

Element x y z (Å)
W -0.131 -0.602 -0.406
C -2.098 -4.191 -0.086
C -1.205 -2.177 0.194
N -0.964 -3.509 0.264
H -4.145 -3.366 -0.516
N -2.554 -2.040 -0.117
H -2.139 -5.252 -0.118
C -0.031 -0.323 -2.444
C 0.525 0.805 -3.106
C 0.507 0.854 -4.509
C -0.017 -0.220 -5.246
C -0.511 -1.351 -4.588
C -0.536 -1.415 -3.195
H 0.956 1.594 -2.477
H 0.924 1.742 -5.000
H -0.898 -2.208 -5.152
H -0.917 -2.291 -2.662
C -0.050 -0.188 -6.738
H -0.472 -1.126 -7.097
H 0.949 -0.072 -7.162
H -0.669 0.634 -7.105
C 0.374 -4.039 0.511
C 0.258 -5.536 0.733
C 1.244 -3.739 -0.697
H -0.108 -6.072 -0.158
H 1.260 -5.924 0.972
H -0.401 -5.769 1.582
H 2.078 -3.496 1.699
H 0.593 -3.754 2.656
H 1.510 -2.660 -0.744
C 0.985 -3.343 1.716
H 0.753 -3.998 -1.649
H 2.202 -4.281 -0.598
H 0.826 -2.259 1.742
C -3.095 -3.283 -0.296
C -3.603 -0.459 -1.724
H -4.293 -1.192 -2.160
H -4.068 0.542 -1.772
C -3.256 -0.764 -0.265
H -2.672 1.246 0.371
C -4.532 -0.795 0.574
H -4.354 -1.098 1.612
H -2.711 -0.407 -2.372
H -1.709 0.552 -0.933
H -5.261 -1.474 0.118
H -4.982 0.207 0.586
C -2.199 0.297 0.112
H -1.473 0.091 0.978
C 3.064 3.147 0.995
N 2.558 1.999 0.389
H 2.021 5.124 1.233
N 1.052 3.521 0.173
H 4.036 3.140 1.445
C 3.274 0.723 0.380
C 4.587 0.873 -0.400
C 3.557 0.281 1.811
H 5.221 1.665 0.032
H 5.159 -0.066 -0.358
H 4.391 1.103 -1.457
H 2.952 -1.264 -0.264
H 1.959 -0.128 -1.227
H 2.604 0.073 2.325
C 2.349 -0.347 -0.201
H 4.132 1.025 2.382
H 4.150 -0.653 1.805
H 1.596 -0.571 0.632
C 2.099 4.106 0.893
C -1.195 3.679 1.158
H -0.895 4.182 2.091
H -2.245 3.933 0.945
C -0.315 4.094 -0.026
H -1.732 4.170 -1.634
C -0.169 5.596 -0.169
H 0.525 5.823 -0.987
H -1.137 2.580 1.306
H -1.456 2.541 -0.990
H 0.175 6.066 0.758
H -1.152 6.007 -0.433
C -0.955 3.489 -1.265
H -0.244 3.301 -2.078
C 1.358 2.254 -0.122
C -1.862 0.511 4.339
Si -0.030 0.347 3.876
C 0.812 1.908 4.558
C 0.615 -1.106 4.918
O 0.252 0.214 2.325
H -1.999 0.521 5.431
H -2.456 -0.325 3.947
H -2.298 1.442 3.952
H 0.639 2.051 5.635
H 1.899 1.873 4.401
H 0.443 2.804 4.041
H 0.090 -2.044 4.691
H 1.689 -1.281 4.763
H 0.470 -0.908 5.989